ORCA calculation (the ωB97M-V functional and the def2-TZVPD basis) on 15 unconnected molecules or ions with the total composition C39H105N27O15 in a non-equilibrium geometry.

Values from the calculation:
orbital gap	7.38	eV
LUMO level	-0.188	eV
E	-113098.8190	eV
charge	0
M	1192.44	u
strongest force on any atom	0.0584	Eh/bohr

Positions of all 186 atoms, in Å:
C: -3.9912 1.7114 3.5437
C: -3.9075 2.9165 4.4546
C: -2.6536 3.7294 4.0726
C: -2.6041 5.1253 4.7135
C: -3.8134 5.8998 4.1900
C: -5.1675 5.2604 4.5429
N: -5.0491 3.8092 4.1707
O: -6.2634 3.1491 4.1674
C: -5.4304 5.6125 6.0412
C: -6.1927 5.8641 3.5971
C: -3.9684 2.4649 5.9396
H: -3.1747 0.9935 3.6278
H: -4.2166 1.9565 2.5039
H: -4.8033 1.0947 3.9419
H: -1.7659 3.1213 4.2364
H: -2.7317 3.8397 2.9876
H: -1.6510 5.5306 4.3658
H: -2.4417 5.0766 5.7916
H: -3.6265 5.9906 3.1173
H: -3.8376 6.9292 4.5565
H: -4.5926 5.9060 6.6704
H: -6.0772 6.4942 6.0038
H: -6.0501 4.8598 6.5308
H: -5.9778 5.4701 2.6035
H: -7.1875 5.4677 3.8182
H: -6.2517 6.9483 3.6689
H: -3.0607 1.9097 6.1830
H: -4.8435 1.8631 6.1858
H: -4.0428 3.3442 6.5814
H: -6.5197 2.9711 3.2550
C: 0.0817 -0.9741 -1.3103
C: 1.1196 -0.9811 -0.1636
C: 2.3398 -0.0891 -0.4961
C: 1.9912 1.3890 -0.4371
C: 1.3827 1.8203 0.9033
C: 0.2777 0.9185 1.4116
N: 0.5740 -0.5253 1.1400
O: -0.2973 -1.4890 1.6518
C: 0.1941 1.0656 2.9344
C: -1.0718 1.3345 0.8776
C: 1.7036 -2.3997 -0.0539
H: -0.1772 0.0551 -1.5670
H: -0.8597 -1.4839 -1.1163
H: 0.5847 -1.3406 -2.2084
H: 3.0994 -0.2663 0.2666
H: 2.7486 -0.1646 -1.5082
H: 1.2478 1.6702 -1.1882
H: 2.9258 1.8868 -0.7010
H: 1.0218 2.8128 0.6141
H: 2.1355 2.1224 1.6347
H: 0.1866 2.0638 3.3798
H: -0.7160 0.6102 3.3379
H: 1.0106 0.5797 3.4758
H: -0.9254 1.3930 -0.2034
H: -1.9362 0.7225 1.1304
H: -1.3246 2.3375 1.2288
H: 0.8670 -3.0450 0.2217
H: 2.3993 -2.4895 0.7808
H: 2.0769 -2.6496 -1.0462
H: -1.1617 -1.4566 1.1875
C: 2.0645 -5.1612 -3.4067
C: 1.1232 -4.9305 -4.6248
C: 0.8162 -3.3930 -4.4985
C: 0.2721 -2.7988 -5.8172
C: 1.2015 -3.0795 -6.9636
C: 1.6149 -4.5512 -7.1472
N: 1.8590 -5.1995 -5.8276
O: 2.2339 -6.5661 -5.9782
C: 0.4561 -5.2222 -7.8549
C: 2.8756 -4.6462 -8.0204
C: -0.1991 -5.7337 -4.4378
H: 2.9997 -4.6553 -3.6542
H: 2.3157 -6.2152 -3.2725
H: 1.6496 -4.7357 -2.4925
H: 0.0252 -3.2768 -3.7527
H: 1.5761 -2.7259 -4.0809
H: 0.0489 -1.7333 -5.7860
H: -0.7090 -3.2838 -5.8534
H: 2.0854 -2.4468 -6.8592
H: 0.6618 -2.6976 -7.8352
H: -0.5564 -5.1341 -7.4562
H: 0.4185 -4.7872 -8.8569
H: 0.5629 -6.3051 -7.9512
H: 3.7131 -5.1879 -7.5752
H: 2.7789 -5.1732 -8.9717
H: 3.3170 -3.6837 -8.2871
H: -0.9882 -5.5852 -5.1732
H: -0.6471 -5.5473 -3.4611
H: 0.0832 -6.7885 -4.4036
H: 3.1821 -6.4956 -5.8302
C: 5.5029 1.2711 1.4637
O: 5.6989 2.2224 2.2284
N: 5.0917 0.0684 1.8731
N: 5.7258 1.4315 0.1362
H: 4.9930 -0.0868 2.8597
H: 5.0369 -0.7254 1.2524
H: 6.2629 2.2465 -0.0960
H: 5.8232 0.5380 -0.3298
C: 1.5477 0.3833 -5.8291
O: 2.5934 -0.2383 -5.8440
N: 1.0605 1.1787 -4.8077
N: 0.7382 0.4290 -6.8894
H: 1.5100 1.3215 -3.9193
H: 0.0570 1.2439 -4.8387
H: 0.8076 -0.1315 -7.7173
H: -0.0330 1.0658 -6.7897
C: -3.2688 -1.9549 5.7137
O: -4.4780 -2.1949 5.5582
N: -2.7023 -2.0225 6.9215
N: -2.4717 -1.5686 4.6857
H: -1.7593 -1.7074 7.0665
H: -3.1445 -2.6363 7.5823
H: -2.8556 -1.5883 3.7615
H: -1.4691 -1.6610 4.8386
C: -3.9585 -1.7258 1.7986
O: -2.9378 -1.4402 1.1443
N: -4.9223 -0.8746 2.1670
N: -4.1646 -2.9328 2.3962
H: -5.5546 -1.1547 2.8936
H: -4.8670 0.0803 1.8525
H: -5.0928 -3.2593 2.5868
H: -3.3987 -3.5483 2.1857
C: -3.3560 -1.1786 -3.0552
O: -3.7882 -0.4226 -3.9406
N: -2.5212 -2.1728 -3.3111
N: -3.5732 -0.9360 -1.7196
H: -2.3309 -2.1045 -4.3005
H: -2.2091 -2.8370 -2.6127
H: -4.2394 -0.2702 -1.3765
H: -3.2817 -1.6459 -1.0673
C: 1.3472 -2.4615 4.6684
O: 0.1755 -2.2003 4.9693
N: 2.0514 -1.8572 3.6903
N: 2.0207 -3.3955 5.3780
H: 3.0500 -1.8121 3.7262
H: 1.4305 -1.3495 3.0686
H: 1.5580 -3.5727 6.2550
H: 3.0121 -3.4647 5.2324
C: 4.0247 3.2147 -3.5036
O: 2.9839 3.5814 -2.9298
N: 4.5633 1.9903 -3.4659
N: 4.8331 4.1661 -4.0549
H: 5.4293 1.9132 -3.9676
H: 4.0645 1.1719 -3.1659
H: 4.3909 5.0685 -4.0708
H: 5.7953 3.8958 -4.1305
C: 0.0968 2.3770 7.1467
O: 0.4401 3.4707 6.7204
N: -0.1402 1.3106 6.3364
N: 0.1045 2.0052 8.4527
H: -0.0192 0.3869 6.7057
H: -0.1720 1.4412 5.3401
H: -0.1885 1.0807 8.6939
H: 0.1537 2.8171 9.0481
C: 5.4595 -1.8092 -1.9136
O: 5.7314 -1.4502 -0.7550
N: 4.6119 -2.8007 -2.2061
N: 6.1267 -1.2905 -2.9563
H: 4.1780 -3.3265 -1.4682
H: 4.3610 -2.9991 -3.1587
H: 6.9466 -0.7264 -2.8279
H: 5.9677 -1.6573 -3.8795
C: -1.6063 -4.6798 -0.5092
O: -1.8646 -4.3328 -1.6644
N: -2.5194 -4.6332 0.4719
N: -0.4398 -5.2329 -0.0787
H: -3.4650 -4.6878 0.1262
H: -2.2442 -4.9597 1.3784
H: -0.3087 -5.4193 0.8961
H: 0.3132 -5.4313 -0.7146
C: -1.4312 4.4933 -2.7154
O: -1.6574 5.3870 -1.9120
N: -2.3485 3.9278 -3.5579
N: -0.3492 3.6668 -2.6015
H: -3.2374 4.3857 -3.4204
H: -2.1439 3.1337 -4.1239
H: 0.4606 4.1521 -2.2311
H: -0.1216 3.0705 -3.3782
C: 4.0708 5.6200 0.2628
O: 4.3546 6.5162 1.0424
N: 4.6102 4.3805 0.1772
N: 3.2822 5.8329 -0.8317
H: 5.4145 4.1233 0.7264
H: 4.2843 3.7231 -0.5069
H: 2.8837 6.7382 -0.9990
H: 3.1626 5.0489 -1.4455

ORCA calculation (the ωB97M-V functional and the def2-TZVPD basis) on C19H20N2S in the gas phase.

Values from the calculation:
orbital gap	8.16	eV
LUMO level	0.153	eV
SMILES	Cc1cc(C)c2nc(SCCc3ccccc3)nc(C)c2c1
E	-33844.3094	eV
charge	0
M	308.45	u
strongest force on any atom	0.0162	Eh/bohr

Positions of all 42 atoms, in Å:
C: -5.6617 -2.0748 0.2435
C: -4.5622 -1.0634 0.1354
C: -3.2629 -1.4352 -0.0899
C: -2.2499 -0.4631 -0.1860
C: -2.5818 0.9116 -0.0456
N: -1.6402 1.8697 -0.1263
C: -0.4130 1.4799 -0.3378
N: 0.0119 0.2157 -0.4889
C: -0.8767 -0.7435 -0.4202
C: -0.3708 -2.1382 -0.6002
H: -0.8859 -2.6228 -1.4277
H: 0.6948 -2.1108 -0.8098
H: -0.5454 -2.7217 0.3027
S: 0.7873 2.7466 -0.4483
C: 2.3119 1.7646 -0.6575
H: 2.0953 0.9829 -1.3833
H: 3.0478 2.4571 -1.0641
C: 2.7895 1.1665 0.6624
C: 4.0360 0.3628 0.4262
C: 5.2890 0.9579 0.4929
C: 6.4325 0.2216 0.2382
C: 6.3362 -1.1196 -0.0912
C: 5.0911 -1.7208 -0.1634
C: 3.9497 -0.9825 0.0924
H: 2.9778 -1.4517 0.0397
H: 5.0105 -2.7677 -0.4186
H: 7.2286 -1.6948 -0.2893
H: 7.4017 0.6953 0.2973
H: 5.3686 2.0043 0.7516
H: 2.0005 0.5257 1.0596
H: 2.9810 1.9715 1.3743
C: -3.9303 1.2897 0.1861
C: -4.8766 0.3046 0.2702
H: -5.9087 0.5759 0.4469
C: -4.2566 2.7394 0.3270
H: -3.9766 3.2695 -0.5814
H: -3.6740 3.1710 1.1383
H: -5.3160 2.8856 0.5207
H: -3.0084 -2.4794 -0.1946
H: -6.1377 -2.0111 1.2215
H: -5.2808 -3.0837 0.1070
H: -6.4252 -1.8846 -0.5098

ORCA calculation (the ωB97M-V functional and the def2-TZVPD basis) on a molecular structure, C29H33N5O5S5Zr in a non-equilibrium geometry.

Values from the calculation:
orbital gap	7.39	eV
LUMO level	-6.057	eV
E	-103738.4354	eV
charge	+2
M	783.17	u
strongest force on any atom	0.0214	Eh/bohr

Positions of all 78 atoms, in Å:
Zr: -0.8118 -2.3495 -0.8634
S: -0.7542 -2.7129 1.5817
C: 0.9379 -3.2023 1.8619
C: 1.2110 -3.7086 3.1355
C: 2.4746 -4.1515 3.4848
C: 3.5090 -4.1219 2.5587
C: 3.2656 -3.6235 1.2927
C: 2.0000 -3.1430 0.9469
S: 1.9051 -2.4226 -0.6955
C: 2.5294 -0.7247 -0.3849
C: 1.4957 0.3207 -0.6494
C: 1.6679 1.5161 -1.1966
C: 0.4353 2.3698 -1.4163
C: -1.8258 2.3640 -0.1785
C: -1.9696 1.1658 0.3618
C: -3.1025 0.3280 0.8202
S: -3.2752 -1.2473 -0.0714
C: -3.7546 -0.7096 -1.7053
C: -4.4769 0.4537 -1.9368
C: -4.8236 0.8006 -3.2356
C: -4.4649 -0.0230 -4.2916
C: -3.7725 -1.2014 -4.0532
C: -3.4104 -1.5551 -2.7582
S: -2.5515 -3.0872 -2.4731
N: 0.1365 -0.0167 -0.3066
H: 0.4020 -3.7539 3.8540
H: 2.6484 -4.5342 4.4824
H: 4.4947 -4.4863 2.8172
H: 4.0595 -3.5985 0.5556
H: 3.4044 -0.5677 -1.0125
H: 2.8447 -0.7276 0.6585
H: 2.6314 1.8711 -1.5438
H: 0.6772 3.3901 -1.6960
H: -2.4513 3.1620 -0.5609
H: -4.0445 0.8621 0.7482
H: -2.9639 0.0289 1.8605
H: -4.7889 1.0923 -1.1208
H: -5.3827 1.7095 -3.4163
H: -4.7296 0.2503 -5.3056
H: -3.5031 -1.8565 -4.8719
C: 0.2286 -6.4425 -2.1011
C: -0.5287 -5.5354 -1.2017
N: -1.5158 -6.0009 -0.4814
O: -0.2130 -4.3025 -1.1373
H: 0.1072 -7.4872 -1.8269
H: 1.2814 -6.1706 -2.0881
H: -0.1391 -6.2982 -3.1199
H: -1.7786 -6.9726 -0.5271
H: -2.0421 -5.3920 0.1288
C: 3.7274 5.6567 4.0521
C: 3.2343 4.4547 3.2489
S: 1.7661 4.9152 2.3564
O: 0.6316 4.7696 3.2372
O: 1.9857 6.1379 1.6397
C: 1.5846 3.6094 1.1055
C: 0.1036 3.5693 0.7611
N: -0.3462 2.4228 -0.1015
C: -0.4803 0.9697 0.5425
N: -0.5745 -0.4035 -1.5091
C: -0.7597 0.4831 -2.5199
C: -0.3775 1.7657 -2.5107
N: -0.7931 2.6261 -3.6134
O: -0.4555 3.7960 -3.5518
O: -1.5446 2.1655 -4.4459
C: 0.0086 0.8386 1.9655
H: 4.5923 5.3632 4.6432
H: 2.9545 6.0170 4.7302
H: 4.0154 6.4714 3.3909
H: 2.9250 3.6236 3.8846
H: 3.9651 4.1192 2.5084
H: 1.9657 2.6871 1.5428
H: 2.2072 3.9172 0.2651
H: -0.1608 4.4722 0.2056
H: -0.5012 3.5659 1.6639
H: -1.3016 0.1034 -3.3787
H: -0.2882 1.6840 2.5844
H: 1.0898 0.7073 2.0139
H: -0.4463 -0.0657 2.3670

ORCA calculation (the ωB97M-V functional and the def2-TZVPD basis) on C5H7N in the gas phase in a non-equilibrium geometry.

Values from the calculation:
orbital gap	10.32	eV
LUMO level	1.200	eV
SMILES	C=N[C@@H]1[C@@H]2C[C@@H]21
E	-6784.7427	eV
charge	0
M	81.12	u
strongest force on any atom	0.0893	Eh/bohr

Positions of all 13 atoms, in Å:
C: -2.4056 -0.1040 0.1486
C: 1.3587 -0.9241 -0.0611
C: 1.2030 0.3080 -0.7928
C: 0.9375 0.2428 0.7424
C: -0.1527 0.5509 -0.2150
N: -1.2713 -0.4143 -0.2928
H: -3.1358 -0.8894 0.3089
H: -2.6901 0.8825 0.5850
H: 0.8404 -1.8631 -0.2757
H: 2.4224 -1.0496 0.2354
H: 1.8325 0.7851 -1.5688
H: 1.5100 0.8350 1.4097
H: -0.4489 1.6402 -0.2238

ORCA calculation (the ωB97M-V functional and the def2-TZVPD basis) on C7H10 in the gas phase in a non-equilibrium geometry.

Values from the calculation:
orbital gap	9.39	eV
LUMO level	1.098	eV
SMILES	C[C@@H]1[C@H](C)C12C=C2
E	-7415.2823	eV
charge	0
M	94.16	u
strongest force on any atom	0.0922	Eh/bohr

Positions of all 17 atoms, in Å:
C: -0.5472 -1.1630 -1.8458
C: 0.5226 -0.5429 -2.2526
C: 1.0400 0.0297 0.4093
C: 0.0990 1.0774 -0.0049
C: 0.4107 0.0467 -0.9535
C: 0.4881 -0.9660 1.5029
C: -1.2761 1.3710 0.5554
H: -1.3292 -1.7183 -1.4987
H: 1.1707 -0.6626 -3.0833
H: 2.1663 0.2251 0.5128
H: 0.4941 1.9489 -0.4117
H: 1.0105 -1.9787 1.3539
H: -0.6008 -0.9933 1.3381
H: 0.9060 -0.7500 2.5342
H: -1.7484 1.7672 -0.3442
H: -1.1108 1.9526 1.5292
H: -1.6956 0.3563 0.6589

ORCA calculation (the ωB97M-V functional and the def2-TZVPD basis) on a gas-phase ion, C2H9N5 (charge +2) in a non-equilibrium geometry.

Values from the calculation:
orbital gap (alpha / beta)	7.69 / 7.68	eV
LUMO level (alpha / beta)	-11.510 / -11.511	eV
E	-9646.4448	eV
charge	+2
M	103.13	u
strongest force on any atom	0.0692	Eh/bohr

Positions of all 16 atoms, in Å:
C: 0.0968 0.2112 1.4354
C: -0.7890 0.1658 -1.4907
N: -0.9253 -0.5675 1.5629
N: 0.9095 0.5756 0.1817
N: 2.1144 0.8744 0.4112
N: -1.7175 -1.3906 0.9181
N: 0.6023 0.2565 -1.0231
H: 0.3742 0.7888 2.2963
H: -1.5568 0.6120 -0.9077
H: -1.0158 0.6462 -2.4973
H: -0.8103 -0.8935 -1.6774
H: 2.6884 0.9404 1.2539
H: 2.6513 1.0391 -0.3860
H: -2.1757 -1.8782 1.5958
H: -1.7656 -1.7866 -0.0157
H: 1.3191 0.4063 -1.6574

ORCA calculation (the ωB97M-V functional and the def2-TZVPD basis) on a molecular structure, C9H13N3 in a non-equilibrium geometry.

Values from the calculation:
orbital gap (alpha / beta)	7.91 / 7.73	eV
LUMO level (alpha / beta)	0.200 / -0.532	eV
E	-14007.2584	eV
charge	0
M	163.22	u
strongest force on any atom	0.0845	Eh/bohr

Positions of all 25 atoms, in Å:
C: -0.6242 -1.0296 2.2650
C: -0.6136 0.3596 2.5230
C: 0.0011 -1.3171 1.0920
C: -0.1759 0.9502 1.3149
C: 1.1973 1.4046 -1.6412
C: 0.8201 0.2587 -0.7455
C: 0.2579 -2.6498 0.4470
C: 0.0656 2.4030 0.9194
C: -1.5670 -0.6540 -2.0525
N: 1.8685 0.3672 -2.3538
N: 1.4350 -0.6027 -1.5939
N: 0.3026 -0.0212 0.4763
H: -0.8490 -1.6881 2.9973
H: -1.2443 0.8792 3.1821
H: 0.4594 1.7435 -2.3956
H: 1.6764 2.2963 -1.3119
H: 1.0655 -2.5340 -0.3016
H: 0.7271 -3.4328 1.0518
H: -0.5065 -3.0913 -0.2225
H: -0.4410 2.5606 0.0617
H: -0.1760 2.9762 1.8156
H: 1.1227 2.5485 0.6776
H: -1.6510 0.5135 -1.8317
H: -1.6928 -1.3846 -1.2902
H: -1.4578 -0.8557 -3.0832

ORCA calculation (the ωB97M-V functional and the def2-TZVPD basis) on 6 unconnected molecules or ions with the total composition C32H69BrF2NO10 in a non-equilibrium geometry.

Values from the calculation:
orbital gap	7.93	eV
LUMO level	-2.824	eV
E	-131726.6794	eV
charge	+1
M	745.80	u
strongest force on any atom	0.1189	Eh/bohr

Positions of all 115 atoms, in Å:
C: 0.1692 -1.1417 3.2794
C: -0.1232 -0.3178 2.1483
C: -1.4941 -0.3424 1.2832
O: -2.1619 0.9123 1.4339
C: -1.9664 1.9294 0.4558
C: -3.2807 2.8666 0.6650
C: -4.5150 1.9980 1.2954
C: -5.9226 2.8285 1.1964
C: -7.1310 1.8529 0.7031
C: -7.7678 1.2036 2.0442
C: -0.7528 2.8698 1.0481
C: -0.6855 2.9298 2.6404
F: -0.8763 4.1896 0.4155
C: -1.6022 1.5181 -1.0546
C: -2.6019 1.9813 -2.2096
C: -4.0857 1.4816 -2.3083
O: -5.0618 2.1005 -1.7970
Br: -4.7170 -0.1074 -3.3836
N: -0.9064 0.1617 -1.2201
O: 0.3943 0.4185 -0.8168
C: -0.7989 -0.3122 -2.6327
C: 0.1288 0.6350 -3.5974
C: -0.4140 0.6909 -5.1117
F: -0.6780 2.0945 -5.4022
C: -1.3829 -0.8999 -0.2174
C: -0.5279 -2.2512 -0.2323
C: -0.7129 -3.3092 0.9316
O: -1.0512 -4.6137 0.3256
C: -2.9058 -1.3110 -0.6480
O: -3.4865 -2.3599 0.1569
C: -4.8924 -2.1305 0.4359
H: -0.4072 -1.1840 4.2625
H: 1.1181 -1.8005 3.2020
H: 0.6500 0.4858 1.8414
H: -2.1535 -1.0984 1.8698
H: -3.5871 3.5051 -0.2155
H: -3.0528 3.6239 1.5144
H: -4.7099 1.0303 0.7183
H: -4.3701 1.7671 2.4011
H: -6.2377 3.2363 2.2133
H: -5.8334 3.6900 0.4294
H: -7.9408 2.4712 0.1850
H: -6.7698 1.0592 -0.0468
H: -8.1379 0.1201 1.8923
H: -6.9581 1.2519 2.8672
H: -8.6641 1.8536 2.3486
H: 0.2830 2.4890 0.6904
H: -0.3903 4.0173 2.9171
H: -1.6665 2.7181 3.1839
H: 0.1869 2.2863 3.0441
H: -0.7202 2.2511 -1.2973
H: -2.1794 1.9187 -3.2890
H: -2.6649 3.1369 -2.0851
H: 1.0360 -0.2076 -1.2096
H: -1.8209 -0.4643 -3.1585
H: -0.2825 -1.3386 -2.7544
H: 0.2099 1.7180 -3.1743
H: 1.2058 0.2240 -3.5649
H: 0.4799 0.4131 -5.7882
H: -1.3061 0.0129 -5.3264
H: -0.7979 -2.7922 -1.2240
H: 0.6197 -2.0940 -0.3144
H: -1.5121 -3.1192 1.7148
H: 0.2839 -3.4863 1.4856
H: -2.0249 -4.6882 0.5013
H: -2.9807 -1.6704 -1.7273
H: -3.5276 -0.3740 -0.4069
H: -5.4487 -1.7543 -0.4876
H: -4.9549 -1.3734 1.3064
H: -5.3794 -3.1234 0.7534
C: 4.3385 -0.5269 2.1462
C: 3.8029 -1.6361 1.2647
O: 2.6131 -1.2021 0.6038
H: 3.5926 -0.2328 2.8898
H: 5.2466 -0.8446 2.6638
H: 4.5648 0.3633 1.5533
H: 3.5571 -2.5164 1.8630
H: 4.5369 -1.9258 0.5126
H: 2.8429 -0.4286 0.0708
C: 8.4885 -2.2916 1.9268
C: 7.4150 -3.3398 1.7115
O: 6.4526 -2.8722 0.7718
H: 8.0472 -1.3595 2.2902
H: 9.2308 -2.6360 2.6506
H: 8.9962 -2.0587 0.9862
H: 6.8961 -3.5536 2.6484
H: 7.8486 -4.2719 1.3365
H: 6.9175 -2.6938 -0.0572
C: -1.4387 -7.3491 -2.1691
C: 0.0100 -7.1125 -2.5469
O: 0.3035 -5.7206 -2.5213
H: -2.1055 -6.8233 -2.8579
H: -1.6787 -8.4149 -2.1903
H: -1.6450 -6.9619 -1.1671
H: 0.2068 -7.4808 -3.5559
H: 0.6834 -7.6267 -1.8541
H: 0.1353 -5.4030 -1.6214
C: 6.3096 3.4534 1.3267
C: 5.1213 3.6496 2.2471
O: 4.8380 2.4437 2.9484
H: 6.1112 2.6528 0.6092
H: 6.5341 4.3710 0.7779
H: 7.1958 3.1587 1.8965
H: 4.2335 3.9225 1.6721
H: 5.3180 4.4422 2.9758
H: 5.6242 2.2134 3.4616
C: 1.4478 3.9085 -2.1842
C: 2.8523 4.4701 -2.0886
O: 3.8084 3.4446 -2.3313
H: 1.3074 3.0999 -1.4600
H: 0.7029 4.6853 -1.9943
H: 1.2676 3.4835 -3.1765
H: 3.0352 4.8737 -1.0907
H: 3.0036 5.2712 -2.8182
H: 3.6464 3.0988 -3.2193